1.
# C9H10BF6N6PPb

A molecular structure, C9H10BF6N6PPb (the ωB97M-V functional and the def2-TZVPD basis, OMol25).

Last column: Löwdin spin population.
Positions of all 34 atoms, in Å:
Pb: -1.039 -1.268 -1.671  -0.001
C: 4.179 -1.333 -0.994  0.467
C: 2.942 -1.757 -1.596  0.061
N: 1.943 -1.105 -1.092  0.161
N: 2.476 -0.208 -0.121  0.120
C: 3.770 -0.323 -0.046  0.159
B: 1.559 0.747 0.706  0.005
N: 0.521 -0.081 1.546  -0.119
C: 0.411 -0.078 2.843  -0.150
C: -0.705 -0.921 3.200  -0.470
C: -1.200 -1.388 1.929  -0.072
N: -0.481 -0.913 0.965  -0.145
N: 0.786 1.737 -0.227  0.121
C: 0.827 3.037 -0.183  0.156
C: -0.114 3.546 -1.152  0.468
C: -0.685 2.357 -1.732  0.065
N: -0.152 1.301 -1.207  0.157
H: 5.184 -1.678 -1.196  0.017
H: 2.810 -2.507 -2.363  -0.002
H: 4.383 0.262 0.625  0.003
H: 2.228 1.378 1.458  0.000
H: 1.065 0.487 3.493  -0.003
H: -1.079 -1.137 4.191  -0.017
H: -2.048 -2.035 1.749  0.001
H: 1.470 3.589 0.489  0.003
H: -0.330 4.580 -1.382  0.017
H: -1.449 2.299 -2.494  -0.001
F: -2.608 0.020 -0.888  0.000
P: -4.092 -1.299 -0.801  0.000
F: -2.785 -2.293 -0.374  0.000
F: -3.543 -1.526 -2.324  0.000
F: -5.087 -2.451 -0.801  0.000
F: -4.164 -0.902 0.710  0.000
F: -4.993 -0.136 -1.260  0.000

Values from the calculation:
E_HOMO (spin up / spin down) = -0.7873 / -0.7917 Ha
Net charge = +3
2S+1 = 2
Kohn-Sham gap (spin up / spin down) = 7.662 / 7.638 eV
F_max = 0.75 eV/A
Molecular weight = 565.2 g/mol
Lowest unoccupied orbital energy (spin up / spin down) = -13.760 / -13.906 eV


2.
# C10H27AlBr2FKO7P3

A molecular structure, C10H27AlBr2FKO7P3 (the ωB97M-V functional and the def2-TZVPD basis, OMol25).

Last column: Mulliken charge in e.
Positions of all 52 atoms, in Å:
C: 3.132 -4.273 -0.153  -1.472
C: 3.037 -2.800 -0.647  -0.318
C: 1.704 -2.141 -0.254  -0.527
Br: 2.112 -0.691 1.044  -0.197
P: 0.557 -1.614 -1.693  0.280
C: 0.807 -3.233 -2.654  -1.327
C: 1.920 -0.617 -2.599  -0.903
C: 1.218 0.221 -3.646  -0.361
O: 1.033 -0.268 -4.748  -0.658
P: -0.029 0.385 -0.694  0.964
O: -1.085 1.008 -1.478  -0.608
P: -1.294 -2.477 -0.665  0.908
O: -1.331 -2.184 0.800  -0.681
O: -1.530 -4.055 -0.904  -0.564
O: -2.587 -1.773 -1.325  -0.505
H: 3.687 -4.831 -0.908  0.375
H: 3.710 -4.359 0.761  0.351
H: 2.156 -4.750 -0.086  0.357
H: 3.282 -2.800 -1.702  0.163
H: 3.850 -2.284 -0.150  0.440
H: 1.160 -2.879 0.338  0.785
H: -0.335 -1.217 -2.761  0.248
H: 1.625 -3.188 -3.365  0.429
H: -0.086 -3.523 -3.205  0.444
H: 1.009 -4.076 -1.993  0.342
H: 2.679 -1.202 -3.111  0.707
H: 2.462 0.043 -1.913  0.406
H: 0.845 1.219 -3.420  0.330
H: 1.191 1.404 -0.739  0.110
H: -0.614 0.178 0.610  -0.171
H: -1.242 -4.564 -0.138  0.376
H: -2.913 -2.315 -2.056  0.321
O: 5.013 -0.149 -0.522  -0.565
H: 5.178 0.589 0.073  0.281
H: 5.532 0.062 -1.306  0.287
Al: -1.104 0.262 2.522  0.638
Br: 1.485 3.026 -0.982  -0.030
F: 2.758 2.025 -3.506  -0.762
K: 0.849 -0.335 -7.072  1.110
C: -3.308 4.076 3.330  -0.386
C: -3.886 3.502 4.619  -0.495
C: -4.046 4.755 5.470  -0.432
O: -4.301 5.831 4.564  -0.381
C: -4.040 5.406 3.225  -0.468
H: -3.458 3.439 2.457  0.278
H: -2.233 4.248 3.447  0.214
H: -4.863 3.055 4.422  0.273
H: -3.256 2.747 5.091  0.307
H: -3.127 4.982 6.020  0.264
H: -4.866 4.678 6.184  0.277
H: -5.000 5.290 2.711  0.274
H: -3.459 6.168 2.707  0.273

Values from the calculation:
E_HOMO = -0.3825 Ha
Net charge = +1
Kohn-Sham gap = 4.671 eV
F_max = 4.86 eV/A
Molecular weight = 597.1 g/mol
Lowest unoccupied orbital energy = -5.737 eV


3.
# H8O4

4 unconnected molecules or ions with the total composition H8O4 (the ωB97M-V functional and the def2-TZVPD basis, OMol25).

Last column: natural (NBO) charge in e.
Positions of all 12 atoms, in Å:
O: 0.708 0.636 -2.640  -0.941
H: -0.150 0.949 -2.368  0.481
H: 1.343 1.307 -2.298  0.484
O: 0.822 -0.627 -0.240  -0.976
H: 0.401 -1.457 -0.201  0.485
H: 0.900 -0.373 -1.137  0.486
O: 0.261 1.509 1.411  -0.974
H: 0.423 0.838 0.783  0.490
H: 0.894 1.442 2.089  0.465
O: -1.545 -1.664 1.661  -0.924
H: -1.766 -0.761 1.825  0.469
H: -2.296 -1.803 1.115  0.455

Values from the calculation:
E_HOMO = -0.4040 Ha
Kohn-Sham gap = 11.562 eV
SMILES string = O.O.O.O
F_max = 2.70 eV/A
Molecular weight = 72.1 g/mol
Lowest unoccupied orbital energy = 0.569 eV


4.
# C4H9N2OS

A gas-phase ion, C4H9N2OS (charge +1) (the ωB97M-V functional and the def2-TZVPD basis, OMol25).

Last column: natural (NBO) charge in e.
Positions of all 17 atoms, in Å:
C: -0.680 1.212 -0.510  0.638
C: 0.799 0.725 -0.469  -0.170
C: -0.087 -0.748 0.218  0.069
C: -0.059 -1.983 -0.597  -0.646
N: -1.235 0.121 0.059  -0.572
N: 1.706 1.371 0.562  -0.656
O: -1.103 2.310 -0.721  -0.518
S: -2.947 -0.316 0.120  0.242
H: 1.258 0.523 -1.371  0.238
H: 0.162 -0.937 1.199  0.188
H: -0.558 -2.732 0.043  0.248
H: 0.928 -2.177 -0.781  0.228
H: -0.550 -1.923 -1.485  0.232
H: 2.490 0.813 0.661  0.450
H: 1.085 1.641 1.302  0.455
H: 1.957 2.279 0.322  0.440
H: -3.165 -0.179 1.446  0.134

Values from the calculation:
E_HOMO = -0.4937 Ha
Net charge = +1
Kohn-Sham gap = 9.596 eV
SMILES string = C[C@H]1[C@H]([NH3+])C(=O)N1S
F_max = 5.09 eV/A
Molecular weight = 133.2 g/mol
Lowest unoccupied orbital energy = -3.837 eV


5.
# C22H36BN2O14

4 unconnected molecules or ions with the total composition C22H36BN2O14 (the ωB97M-V functional and the def2-TZVPD basis, OMol25).

Last column: Mulliken charge in e.
Positions of all 75 atoms, in Å:
C: 0.130 0.658 1.289  -0.754
C: 0.960 1.503 0.210  1.438
O: 2.125 2.138 0.813  -0.529
C: 0.089 2.547 -0.652  -0.800
N: -1.085 3.135 0.056  -0.222
C: -2.327 2.334 -0.284  -0.128
C: -3.193 3.145 -1.361  -0.536
O: -4.339 2.425 -1.919  -0.389
C: -4.617 1.224 -1.236  0.550
C: -3.991 -0.087 -1.864  -0.300
C: -4.204 -1.442 -1.163  -0.358
N: -4.965 -1.507 0.069  -0.054
C: -5.576 -0.354 0.675  -0.357
C: -5.442 1.096 0.084  0.410
O: -6.022 2.235 0.701  -0.619
B: -7.440 2.074 0.956  0.601
O: -8.045 2.981 1.918  -0.461
O: -8.311 1.113 0.337  -0.451
H: -0.366 1.338 2.087  0.346
H: -0.719 0.086 0.781  0.045
H: 0.811 -0.063 1.903  -0.049
H: 1.383 0.734 -0.544  -0.640
H: 1.828 3.006 1.163  0.349
H: 0.802 3.426 -0.907  0.273
H: -0.172 2.073 -1.682  0.183
H: -0.953 3.168 1.079  0.367
H: -1.927 1.320 -0.668  0.048
H: -2.891 2.217 0.718  0.341
H: -2.474 3.570 -2.141  0.327
H: -3.630 4.063 -0.803  0.241
H: -3.384 -0.008 -2.827  0.390
H: -3.777 -2.415 -1.588  0.418
H: -5.095 -2.414 0.542  0.306
H: -6.167 -0.445 1.644  0.371
H: -7.356 3.062 2.620  0.307
H: -8.587 0.464 1.032  0.337
C: 5.578 -1.788 4.099  -1.528
C: 4.144 -1.528 3.688  1.193
C: 3.728 -0.089 3.757  -0.482
O: 2.316 -0.198 3.924  -0.328
C: 2.093 -1.384 4.557  0.628
O: 1.038 -1.720 5.018  -0.578
O: 3.228 -2.136 4.601  -0.384
H: 5.890 -1.125 4.911  0.352
H: 5.699 -2.812 4.460  0.364
H: 6.256 -1.628 3.257  0.381
H: 3.956 -1.956 2.698  -0.213
H: 3.973 0.466 2.850  0.268
H: 4.134 0.443 4.623  0.359
C: -0.362 -4.051 0.337  -1.573
C: 0.645 -3.095 -0.270  1.183
C: 1.386 -3.642 -1.454  -0.589
O: 2.586 -2.875 -1.432  -0.341
C: 2.798 -2.532 -0.131  0.677
O: 3.808 -2.038 0.285  -0.555
O: 1.712 -2.829 0.638  -0.329
H: -0.013 -5.086 0.289  0.370
H: -0.530 -3.820 1.392  0.410
H: -1.316 -3.994 -0.193  0.293
H: 0.161 -2.139 -0.500  -0.151
H: 0.851 -3.498 -2.394  0.340
H: 1.654 -4.698 -1.352  0.285
C: 4.922 0.272 -3.683  -1.476
C: 3.487 0.533 -4.091  0.428
C: 3.074 1.973 -4.024  -0.575
O: 1.662 1.867 -3.854  -0.298
C: 1.440 0.684 -3.220  0.473
O: 0.384 0.349 -2.753  -0.514
O: 2.572 -0.069 -3.175  -0.114
H: 5.237 0.936 -2.874  0.343
H: 5.042 -0.752 -3.320  0.347
H: 5.598 0.428 -4.527  0.410
H: 3.296 0.101 -5.080  0.292
H: 3.317 2.527 -4.932  0.310
H: 3.484 2.505 -3.160  0.318

Values from the calculation:
E_HOMO = -0.4178 Ha
Net charge = +1
Kohn-Sham gap = 6.631 eV
F_max = 4.24 eV/A
Molecular weight = 563.3 g/mol
Lowest unoccupied orbital energy = -4.739 eV


6.
# C8H11NO4

C8H11NO4 in the gas phase (the ωB97M-V functional and the def2-TZVPD basis, OMol25).

Last column: natural (NBO) charge in e.
Positions of all 24 atoms, in Å:
O: -1.890 -1.514 -1.681  -0.693
O: 0.563 1.824 1.684  -0.696
O: 0.486 -1.770 -2.935  -0.738
O: 2.710 1.287 0.137  -0.736
C: -1.239 -0.927 -0.803  0.615
C: -0.046 0.857 0.950  0.233
C: -1.420 0.813 0.873  0.141
C: 0.229 -0.942 -0.706  -0.114
C: 0.834 -0.074 0.169  -0.021
N: -1.963 -0.098 -0.016  -0.540
C: -2.309 1.694 1.701  -0.645
C: 0.876 -2.008 -1.607  -0.081
C: 2.292 -0.038 0.467  -0.115
H: 1.505 1.900 1.414  0.509
H: -0.508 -1.700 -2.927  0.502
H: 2.772 1.365 -0.829  0.493
H: -2.973 -0.212 -0.150  0.427
H: -1.820 2.525 2.174  0.253
H: -2.719 1.119 2.551  0.227
H: -3.114 2.026 1.029  0.219
H: 0.470 -2.993 -1.316  0.179
H: 1.952 -2.039 -1.565  0.180
H: 2.834 -0.782 -0.133  0.193
H: 2.478 -0.311 1.518  0.209

Values from the calculation:
E_HOMO = -0.2901 Ha
Kohn-Sham gap = 8.230 eV
SMILES string = Cc1[nH]c(=O)c(CO)c(CO)c1O
F_max = 2.70 eV/A
Molecular weight = 185.2 g/mol
Lowest unoccupied orbital energy = 0.337 eV